Record 1
Here is a molecular structure, C3H4HoLiO4 in a non-equilibrium geometry from OMol25. Energies are from ωB97M-V/def2-TZVPD.

Last column: Mulliken charge in e.
Positions of all 13 atoms, in Å:
O: 1.991 -0.705 -0.598  -0.99
O: 0.449 1.023 0.929  -0.76
C: -0.859 1.247 0.518  -0.34
C: -1.302 0.056 -0.338  -0.37
O: -0.154 -0.382 -1.074  -0.28
C: 0.763 -1.035 -0.316  1.30
H: -1.555 1.325 1.377  0.27
H: -0.994 2.176 -0.070  0.25
H: -2.096 0.308 -1.051  0.30
H: -1.617 -0.767 0.320  0.29
O: 0.505 -2.131 0.228  -0.81
Ho: 2.378 1.456 -0.063  1.23
Li: 2.490 -2.569 0.138  0.89

⟨S²⟩: 8.7539
net charge: +1
multiplicity: 6
relative energy (zero: lowest compared OMol25 entry of this formula, charge and spin): 19.6 kcal per mole
max |F|: 3.480 eV/A

Record 2
Here is a molecular structure, C3H4IN3 in a non-equilibrium geometry from OMol25. Energies are from ωB97M-V/def2-TZVPD.

Last column: Mulliken charge in e.
Positions of all 11 atoms, in Å:
C: 1.132 -0.516 -0.607  -0.27
C: 1.140 -1.241 0.547  -0.43
C: -0.346 0.498 0.673  -0.36
N: 0.302 0.452 -0.521  -0.14
N: 0.252 -0.475 1.366  0.04
N: -2.349 1.255 -1.131  -0.60
I: -0.665 1.872 -1.690  0.61
H: 1.507 -0.789 -1.610  0.35
H: 1.895 -1.922 0.959  0.31
H: -0.174 -0.800 2.210  0.24
H: -2.694 1.666 -0.197  0.26

net charge: 0
relative energy (zero: lowest compared OMol25 entry of this formula, charge and spin): 129.0 kcal per mole
max |F|: 5.916 eV/A